Entry from the OMol25 dataset: a 2-piece molecular cluster, C4H7NO overall in a non-equilibrium geometry (wB97M-V/def2-TZVPD).

Results
Kohn-Sham gap (alpha / beta): 8.04 / 7.95 eV
HOMO (alpha / beta): -7.93 / -7.88 eV
Charge: 0
Energy relative to the best compared isomer or geometry (same formula, charge and spin): 4.783 eV

Last column: Mulliken charge in e.
Atoms and positions in Å:
C 1.86708 0.37453 0.54365  -0.7670
O 0.67564 -0.22640 0.79292  -0.2498
C -0.12282 -0.70865 -0.07314  0.0675
C -1.48974 -1.11423 0.33975  -0.9784
C -0.14837 1.87014 -0.97846  0.3097
N -1.08379 2.15747 -1.59526  -0.4470
H 2.42561 0.49591 1.46358  0.2066
H 0.77939 1.64657 -0.38890  0.2079
H 2.38699 -0.01545 -0.33219  0.3144
H 0.24490 -0.83741 -1.09103  0.4708
H -1.65711 -2.18414 0.16701  0.2944
H -1.64402 -0.89660 1.39922  0.2866
H -2.23376 -0.56174 -0.24715  0.2843

Atoms 1-6, force components in eV/Å:
0.29 -0.09 0.01
-0.29 -0.08 -0.11
0.03 0.03 0.03
0.00 0.01 0.05
-0.88 0.23 -0.56
0.90 -0.26 0.58